Record 1
This record from the Open Molecules 2025 dataset describes a cluster of 12 separate species, C48H132N12O12 in total in a non-equilibrium geometry. The level of theory is ωB97M-V with the def2-TZVPD basis set.

## Properties
**Energy relative to the best compared isomer or geometry (same formula, charge and spin)**: 453.70 kJ/mol
**HOMO level**: -8.5 eV
**E_tot**: -94358.5763 eV
**Structure (SMILES)**: COC[C@H](C)N.COC[C@H](C)N.COC[C@H](C)N.COC[C@H](C)N.COC[C@H](C)N.COC[C@H](C)N.COC[C@H](C)N.COC[C@H](C)N.COC[C@H](C)N.COC[C@H](C)N.COC[C@H](C)N.COC[C@H](C)N
**LUMO**: 0.025 hartree
**Orbital gap**: 9.205 eV

Geometry as ORCA input:
```
! RIJCOSX wB97M-V def2-TZVPD def2/J DEFGRID3
* xyz 0 1
C -14.766 23.964 15.765
O -15.649 22.918 16.146
C -16.851 23.017 15.422
C -17.801 21.858 15.608
C -17.031 20.579 15.457
N -18.818 22.037 14.610
H -13.755 23.628 15.967
H -14.986 24.936 16.208
H -14.779 24.083 14.674
H -17.232 23.979 15.701
H -16.704 23.072 14.360
H -18.200 21.911 16.682
H -16.634 20.484 14.478
H -17.605 19.657 15.746
H -16.215 20.605 16.106
H -19.720 21.550 14.863
H -18.506 21.824 13.621
C -13.159 21.128 9.098
O -12.563 22.412 9.261
C -12.767 22.886 10.629
C -11.932 24.112 10.853
C -10.411 23.830 10.921
N -12.259 24.747 12.105
H -12.719 20.308 9.660
H -13.104 20.835 8.047
H -14.213 21.045 9.399
H -13.868 22.975 10.823
H -12.322 22.127 11.306
H -12.047 24.852 10.012
H -9.804 24.736 11.143
H -10.048 23.343 10.001
H -10.178 23.146 11.714
H -13.256 24.983 12.036
H -12.199 24.021 12.818
C -13.773 13.632 16.600
O -13.901 14.966 16.166
C -15.037 15.245 15.472
C -15.382 16.766 15.605
C -15.827 17.062 17.012
N -16.318 17.185 14.583
H -13.184 13.078 15.859
H -14.714 13.176 16.860
H -13.124 13.517 17.443
H -14.934 14.930 14.478
H -15.894 14.703 15.939
H -14.445 17.358 15.394
H -16.900 16.852 17.019
H -15.785 18.140 17.162
H -15.257 16.463 17.739
H -16.268 18.159 14.495
H -17.327 17.126 14.867
C -8.465 19.671 12.947
O -9.244 18.827 12.081
C -9.302 19.415 10.815
C -9.905 18.467 9.750
C -9.116 17.179 9.823
N -9.966 18.991 8.390
H -7.883 19.054 13.643
H -9.131 20.405 13.461
H -7.716 20.262 12.446
H -9.831 20.345 10.866
H -8.223 19.532 10.498
H -10.941 18.294 9.966
H -8.047 17.412 9.714
H -9.476 16.496 9.018
H -9.233 16.680 10.762
H -9.497 19.907 8.431
H -10.934 19.183 8.087
C -11.628 22.977 20.456
O -11.747 21.600 20.728
C -11.526 21.243 22.053
C -12.111 19.862 22.439
C -11.863 19.721 23.963
N -11.503 18.801 21.666
H -11.982 23.154 19.367
H -10.568 23.314 20.360
H -12.139 23.618 21.214
H -10.434 21.140 22.183
H -11.969 22.048 22.578
H -13.141 19.780 22.164
H -12.188 20.527 24.603
H -10.742 19.641 23.988
H -12.359 18.735 24.256
H -11.856 18.852 20.735
H -10.532 18.760 21.755
C -5.551 20.185 15.915
O -5.958 21.133 16.962
C -6.782 22.179 16.534
C -7.109 23.056 17.726
C -8.226 24.060 17.445
N -5.894 23.671 18.383
H -6.496 19.892 15.352
H -5.073 19.313 16.318
H -4.877 20.668 15.163
H -6.291 22.736 15.703
H -7.745 21.728 16.182
H -7.416 22.236 18.485
H -8.430 24.608 18.370
H -9.198 23.523 17.197
H -7.928 24.769 16.615
H -5.516 24.404 17.750
H -5.157 23.005 18.550
C -7.564 15.342 16.216
O -8.206 16.482 15.785
C -9.113 16.188 14.665
C -10.513 15.667 15.133
C -11.305 15.419 13.887
N -11.212 16.586 16.064
H -6.825 15.328 17.010
H -6.968 14.959 15.388
H -8.220 14.520 16.564
H -9.198 17.169 14.147
H -8.676 15.355 14.001
H -10.326 14.753 15.739
H -12.197 14.744 14.153
H -10.703 14.903 13.127
H -11.806 16.344 13.518
H -10.670 16.563 16.905
H -12.124 16.163 16.241
C -11.457 21.952 16.002
O -11.858 21.994 14.677
C -11.864 20.718 14.016
C -13.306 20.238 14.005
C -13.480 18.895 13.207
N -14.143 21.269 13.363
H -11.965 21.253 16.557
H -11.620 22.968 16.390
H -10.381 21.896 16.096
H -11.615 20.827 12.966
H -11.255 19.891 14.449
H -13.626 20.052 15.092
H -14.455 18.449 13.303
H -12.775 18.102 13.451
H -13.324 19.123 12.124
H -14.198 22.184 13.796
H -13.674 21.540 12.513
C -12.837 16.130 9.259
O -13.897 16.992 9.181
C -14.893 16.545 10.071
C -16.242 17.119 9.609
C -16.580 16.350 8.374
N -16.080 18.575 9.389
H -12.014 16.442 8.596
H -13.205 15.077 8.965
H -12.584 16.024 10.329
H -14.956 15.428 10.072
H -14.624 16.817 11.091
H -17.018 16.851 10.366
H -17.490 16.764 7.936
H -16.905 15.375 8.585
H -15.819 16.291 7.560
H -15.652 18.992 10.175
H -15.633 18.802 8.521
C -5.247 17.385 20.912
O -6.467 17.164 20.165
C -7.030 18.370 19.642
C -8.060 17.944 18.625
C -8.645 19.101 17.891
N -9.110 17.106 19.248
H -5.505 17.996 21.808
H -4.413 17.859 20.325
H -4.934 16.414 21.198
H -7.357 19.008 20.498
H -6.235 18.947 19.162
H -7.381 17.315 18.029
H -9.207 19.715 18.668
H -9.320 18.740 17.103
H -7.892 19.751 17.415
H -9.887 17.633 19.758
H -8.735 16.570 20.065
C -12.716 19.015 17.722
O -13.931 19.684 17.430
C -14.312 20.602 18.418
C -15.485 20.105 19.335
C -15.829 21.242 20.265
N -15.118 18.934 20.147
H -12.225 19.570 18.587
H -12.013 19.143 16.867
H -12.805 17.919 18.009
H -13.509 20.914 19.056
H -14.825 21.445 17.977
H -16.318 19.821 18.674
H -14.958 21.808 20.641
H -16.389 20.918 21.203
H -16.434 21.921 19.697
H -14.673 18.171 19.698
H -15.993 18.685 20.569
C -16.701 25.372 12.167
O -16.392 24.046 11.764
C -17.503 23.501 10.961
C -17.244 22.043 10.662
C -18.272 21.489 9.692
N -17.203 21.265 11.879
H -16.902 26.070 11.381
H -15.923 25.806 12.758
H -17.556 25.410 12.865
H -18.419 23.695 11.437
H -17.505 24.124 10.096
H -16.258 21.981 10.205
H -18.015 20.527 9.359
H -18.288 22.129 8.807
H -19.254 21.500 10.118
H -16.322 21.323 12.357
H -17.302 20.278 11.673
*
```

Mulliken population analysis, charges in e, atoms 1 to 2: number 1, C, carries 0.020; number 2, O, carries -0.068

---

Record 2
This record from the Open Molecules 2025 dataset describes a cluster of 3 separate species, C27H46F4IO6P in total in a non-equilibrium geometry. The level of theory is ωB97M-V with the def2-TZVPD basis set.

## Properties
**HOMO level**: -7.4 eV
**E_tot**: -69288.2565 eV
**Structure (SMILES)**: CC(C)=CCC[C@@H](C)CC[C@@]1(CC(=O)F)OC[C@@H](P(O)I)[C@]1(C)CCOCC(F)(F)F.CC(C)=O.CC(C)=O
**LUMO**: 0.011 hartree
**Orbital gap**: 7.685 eV

Geometry as ORCA input:
```
! RIJCOSX wB97M-V def2-TZVPD def2/J DEFGRID3
* xyz 0 1
C -4.133 -4.695 1.019
C -5.343 -3.819 1.386
C -5.918 -3.999 2.780
C -5.848 -2.973 0.485
C -4.933 -1.989 -0.241
C -4.470 -2.471 -1.652
C -4.648 -1.439 -2.787
C -6.147 -1.019 -2.818
C -3.837 -0.146 -2.606
C -2.293 -0.362 -2.501
C -1.647 0.378 -1.303
C -2.013 1.866 -1.444
C -2.936 2.336 -0.316
O -4.001 2.708 -0.529
F -2.404 2.310 0.899
O -2.229 -0.298 -0.165
C -1.498 -1.470 0.070
C -0.061 -1.358 -0.569
P 0.518 -2.634 -1.773
O -0.827 -3.321 -2.473
I 1.465 -4.461 -0.396
C -0.140 0.099 -1.054
C 0.704 0.432 -2.318
C 0.443 1.036 0.038
C 1.856 0.632 0.494
O 1.848 0.030 1.799
C 1.591 0.967 2.790
C 1.950 0.434 4.164
F 3.078 -0.236 4.151
F 2.094 1.427 5.029
F 0.996 -0.328 4.664
H -4.253 -5.672 1.485
H -4.103 -4.761 -0.067
H -3.206 -4.196 1.343
H -6.402 -3.075 3.089
H -6.610 -4.850 2.865
H -5.096 -4.206 3.473
H -6.910 -3.005 0.232
H -4.065 -1.880 0.409
H -5.412 -1.010 -0.264
H -3.443 -2.851 -1.617
H -5.097 -3.332 -1.915
H -4.448 -1.936 -3.744
H -6.408 -0.560 -3.775
H -6.813 -1.855 -2.588
H -6.301 -0.268 -2.036
H -4.246 0.450 -1.788
H -3.988 0.450 -3.518
H -1.823 0.015 -3.423
H -2.120 -1.441 -2.497
H -2.489 2.096 -2.391
H -1.137 2.523 -1.391
H -1.381 -1.588 1.155
H -1.969 -2.418 -0.226
H 0.582 -1.547 0.298
H -0.637 -3.311 -3.423
H 0.315 -0.110 -3.187
H 0.647 1.511 -2.482
H 1.750 0.141 -2.206
H 0.519 2.069 -0.316
H -0.264 1.076 0.873
H 2.544 1.493 0.545
H 2.298 -0.092 -0.194
H 2.130 1.919 2.667
H 0.522 1.226 2.845
C 4.020 5.631 -0.180
C 3.958 4.144 0.064
C 5.264 3.428 0.284
O 2.896 3.553 0.084
H 3.012 6.018 -0.322
H 4.473 6.131 0.677
H 4.606 5.836 -1.078
H 5.766 3.830 1.157
H 5.902 3.538 -0.593
H 5.071 2.369 0.448
C 10.041 2.397 1.074
C 8.636 2.065 1.514
C 8.439 0.778 2.274
O 7.706 2.802 1.266
H 10.038 3.345 0.540
H 10.693 2.484 1.945
H 10.417 1.618 0.408
H 9.023 0.796 3.196
H 8.746 -0.070 1.659
H 7.386 0.665 2.527
*
```

Mulliken population analysis, charges in e, atoms 1 to 2: number 1, C, carries -1.065; number 2, C, carries 0.767

---

Record 3
This record from the Open Molecules 2025 dataset describes an isolated molecule of C8H20NPS in a non-equilibrium geometry. The level of theory is ωB97M-V with the def2-TZVPD basis set.

## Properties
**Energy relative to the best compared isomer or geometry (same formula, charge and spin)**: 47.96 kJ/mol
**HOMO level**: -8.5 eV
**E_tot**: -30233.9188 eV
**Structure (SMILES)**: CCP(=S)(CC)NC(C)(C)C
**LUMO**: 0.027 hartree
**Orbital gap**: 9.180 eV

Geometry as ORCA input:
```
! RIJCOSX wB97M-V def2-TZVPD def2/J DEFGRID3
* xyz 0 1
C 0.790 -0.689 -3.482
C -0.086 -0.825 -2.221
P 0.711 -0.013 -0.842
S 1.004 1.903 -1.117
C 2.181 -1.010 -0.415
C 2.959 -0.268 0.710
N -0.441 -0.450 0.498
C -1.172 0.619 1.209
C -2.034 -0.115 2.251
C -0.386 1.700 1.922
C -2.088 1.209 0.111
H 1.479 0.200 -3.479
H 1.531 -1.563 -3.368
H 0.046 -1.001 -4.351
H -0.178 -1.841 -1.950
H -1.042 -0.319 -2.401
H 1.883 -2.142 -0.316
H 2.832 -0.952 -1.299
H 3.079 0.748 0.324
H 2.338 -0.501 1.585
H 3.971 -0.768 0.832
H 0.053 -1.058 1.255
H -2.423 -0.949 1.742
H -1.291 -0.313 3.121
H -2.854 0.629 2.682
H 0.041 2.444 1.275
H 0.466 1.250 2.431
H -1.075 2.358 2.604
H -1.695 0.921 -0.875
H -3.108 0.727 0.053
H -2.043 2.229 0.488
*
```

Mulliken population analysis, charges in e, atoms 1 to 2: number 1, C, carries -0.943; number 2, C, carries -0.723

---

Record 4
This record from the Open Molecules 2025 dataset describes a cluster of 2 separate species, C4H9I3Si in total in a non-equilibrium geometry. The level of theory is ωB97M-V with the def2-TZVPD basis set.

## Properties
**Energy relative to the best compared isomer or geometry (same formula, charge and spin)**: 322.74 kJ/mol
**HOMO level (spin up / spin down)**: -8.1 / -8.1 eV
**E_tot**: -36473.3163 eV
**LUMO (spin up / spin down)**: -0.030 / -0.079 hartree
**Orbital gap (spin up / spin down)**: 7.222 / 5.898 eV

Geometry as ORCA input:
```
! RIJCOSX wB97M-V def2-TZVPD def2/J DEFGRID3
* xyz 0 1
C 1.328 0.037 -1.668
C -2.013 0.587 0.209
C 0.336 0.835 -0.935
C -0.850 0.032 -0.436
Si 0.757 -1.311 1.910
I 2.527 -3.036 2.338
I 1.552 0.918 2.766
I -1.133 -1.954 3.458
H 1.860 -0.900 -1.174
H 2.210 0.625 -1.876
H 1.057 -0.162 -2.744
H -2.808 0.628 -0.575
H -2.522 -0.147 0.912
H -1.786 1.534 0.654
H 0.771 1.602 -0.149
H -0.067 1.617 -1.595
H -1.218 -0.906 -1.097
*
```

Mulliken population analysis, charges in e, atoms 1 to 2: number 1, C, carries -1.122; number 2, C, carries -1.005

---

Record 5
This record from the Open Molecules 2025 dataset describes a cluster of 2 separate species, C5H8BO3 in total in a non-equilibrium geometry. The level of theory is ωB97M-V with the def2-TZVPD basis set.

## Properties
**Energy relative to the best compared isomer or geometry (same formula, charge and spin)**: 0.00 kJ/mol
**HOMO level**: -2.0 eV
**E_tot**: -12134.6785 eV
**LUMO**: 0.133 hartree
**Orbital gap**: 5.620 eV

Geometry as ORCA input:
```
! RIJCOSX wB97M-V def2-TZVPD def2/J DEFGRID3
* xyz -1 1
B 0.719 0.442 -0.836
C -2.148 1.819 0.092
C 1.537 0.170 0.498
C 0.697 -0.964 1.171
C -0.537 -1.283 0.354
C -0.548 -0.285 -0.854
O -1.560 1.989 1.082
O -2.924 1.809 -0.802
O 1.375 1.082 -2.034
H 2.522 -0.325 0.403
H 1.609 1.072 1.257
H 1.312 -1.927 1.243
H 0.532 -0.677 2.170
H -0.501 -2.164 -0.335
H -1.505 -1.449 0.877
H -1.307 -0.379 -1.631
H 0.728 1.070 -2.656
*
```

Mulliken population analysis, charges in e, atoms 1 to 2: number 1, B, carries 0.328; number 2, C, carries 0.700

---

Record 6
This record from the Open Molecules 2025 dataset describes a structure of composition C4H4AgO2 in a non-equilibrium geometry. The level of theory is ωB97M-V with the def2-TZVPD basis set.

## Properties
**Energy relative to the best compared isomer or geometry (same formula, charge and spin)**: 121.68 kJ/mol
**HOMO level**: -11.8 eV
**E_tot**: -12295.7425 eV
**LUMO**: -0.233 hartree
**Orbital gap**: 5.444 eV

Geometry as ORCA input:
```
! RIJCOSX wB97M-V def2-TZVPD def2/J DEFGRID3
* xyz 1 1
H -1.870 -0.859 0.855
O 2.891 -0.810 0.523
C 1.979 -0.279 0.041
C 0.932 0.277 -0.544
C -1.236 -0.168 0.274
C -0.490 -0.649 -0.880
O -0.678 0.786 0.893
Ag -1.447 2.537 2.619
H 1.122 1.144 -1.178
H -0.877 -0.247 -1.822
H -0.325 -1.731 -0.782
*
```

Mulliken population analysis, charges in e, atoms 1 to 2: number 1, H, carries 0.334; number 2, O, carries -0.338

---

Record 7
This record from the Open Molecules 2025 dataset describes a structure of composition C8H7N2O5Sm in a non-equilibrium geometry. The level of theory is ωB97M-V with the def2-TZVPD basis set.

## Properties
**Energy relative to the best compared isomer or geometry (same formula, charge and spin)**: 329.36 kJ/mol
**HOMO level (spin up / spin down)**: -16.8 / -16.8 eV
**E_tot**: -39507.9922 eV
**LUMO (spin up / spin down)**: -0.361 / -0.354 hartree
**Orbital gap (spin up / spin down)**: 6.997 / 7.202 eV

Geometry as ORCA input:
```
! RIJCOSX wB97M-V def2-TZVPD def2/J DEFGRID3
* xyz 2 6
O -0.003 2.242 -5.280
C -0.017 2.211 -4.143
Sm 0.037 0.549 -0.149
C -0.191 0.528 2.151
O -0.078 0.613 3.299
C -0.052 -2.146 0.096
O 0.033 -3.292 0.147
C 2.218 0.054 -0.298
O 3.362 -0.052 -0.402
C -2.172 -0.085 -0.268
O -3.294 -0.150 -0.527
H 0.043 -0.369 -1.954
C 2.991 -0.969 4.575
N 2.299 -2.014 3.820
C 1.276 -2.798 4.511
C 1.951 -1.640 2.565
N 1.440 -1.176 1.587
H 3.376 -1.446 5.481
H 2.291 -0.174 4.853
H 3.813 -0.563 3.990
H 0.431 -2.160 4.784
H 0.946 -3.618 3.881
H 1.746 -3.188 5.420
*
```

Mulliken population analysis, charges in e, atoms 1 to 2: number 1, O, carries -0.109; number 2, C, carries 0.127

---

Record 8
This record from the Open Molecules 2025 dataset describes an isolated molecule of C16H31NO2. The level of theory is ωB97M-V with the def2-TZVPD basis set.

## Properties
**Energy relative to the best compared isomer or geometry (same formula, charge and spin)**: 56.25 kJ/mol
**HOMO level**: -8.9 eV
**E_tot**: -22680.8823 eV
**Structure (SMILES)**: CC(C)CCC[C@@H](C)CCOC(=O)CN1CCCC1
**LUMO**: 0.034 hartree
**Orbital gap**: 9.781 eV

Geometry as ORCA input:
```
! RIJCOSX wB97M-V def2-TZVPD def2/J DEFGRID3
* xyz 0 1
C 3.189 0.666 1.897
C 3.061 -0.505 0.925
C 3.652 -0.122 -0.430
C 1.592 -0.925 0.808
C 1.391 -2.205 -0.004
C -0.046 -2.727 0.058
C -1.058 -1.836 -0.670
C -0.937 -1.991 -2.185
C -2.500 -2.151 -0.245
C -2.818 -1.726 1.190
O -2.349 -0.407 1.464
C -3.027 0.611 0.944
O -4.084 0.517 0.377
C -2.255 1.906 1.146
N -1.110 1.892 0.259
C -0.152 2.955 0.517
C 0.698 3.039 -0.760
C -0.068 2.195 -1.792
C -1.439 2.010 -1.150
H 2.635 1.526 1.528
H 4.231 0.956 2.015
H 2.796 0.400 2.875
H 3.635 -1.350 1.325
H 4.668 0.250 -0.309
H 3.056 0.659 -0.897
H 3.685 -0.977 -1.100
H 1.196 -1.089 1.814
H 1.024 -0.104 0.367
H 2.055 -2.978 0.394
H 1.674 -2.036 -1.043
H -0.327 -2.812 1.109
H -0.082 -3.730 -0.376
H -0.855 -0.796 -0.408
H 0.068 -1.754 -2.522
H -1.165 -3.013 -2.483
H -1.629 -1.325 -2.696
H -2.698 -3.221 -0.338
H -3.183 -1.622 -0.912
H -2.312 -2.357 1.922
H -3.900 -1.768 1.356
H -1.890 1.938 2.175
H -2.929 2.760 0.961
H 0.436 2.704 1.403
H -0.659 3.917 0.702
H 0.795 4.073 -1.088
H 1.700 2.645 -0.597
H 0.408 1.223 -1.918
H -0.130 2.678 -2.765
H -1.961 1.119 -1.499
H -2.083 2.886 -1.344
*
```

Mulliken population analysis, charges in e, atoms 1 to 2: number 1, C, carries -1.511; number 2, C, carries 0.611